(1)
{"formula": "C4H10O2", "method": "the ωB97M-V functional and the def2-TZVPD basis", "homo_energy_ev": -7.8, "total_charge": 0, "lumo_ev": 0.78, "homo_lumo_gap_ev": 8.55, "de_lowest_ev": 3.714, "mol_weight_g_mol": 90.12, "fmax_ev_per_a": 2.8, "species": ["C", "C", "O", "C", "C", "O", "H", "H", "H", "H", "H", "H", "H", "H", "H", "H"], "positions_angstrom": [[0.71, -0.15, -1.88], [1.05, 0.43, -0.56], [0.60, 1.70, -0.36], [0.25, -0.90, 0.79], [-0.77, -0.10, 1.49], [-1.67, 0.38, 0.50], [1.11, 0.45, -2.71], [1.09, -1.17, -1.93], [-0.39, -0.17, -1.99], [1.59, -0.04, 0.24], [-0.37, 1.71, -0.53], [0.93, -1.37, 1.53], [-0.19, -1.69, 0.17], [-0.28, 0.74, 2.00], [-1.32, -0.69, 2.25], [-2.35, 0.87, 0.98]]}

(2)
{"formula": "C4H10O2", "method": "the ωB97M-V functional and the def2-TZVPD basis", "homo_energy_ev": -9.6, "total_charge": 0, "lumo_ev": 0.73, "homo_lumo_gap_ev": 10.31, "de_lowest_ev": 1.141, "mol_weight_g_mol": 90.12, "fmax_ev_per_a": 2.2, "species": ["C", "C", "O", "C", "C", "O", "H", "H", "H", "H", "H", "H", "H", "H", "H", "H"], "positions_angstrom": [[-2.12, 0.42, 0.33], [-0.63, 0.07, 0.40], [-0.43, -1.31, 0.68], [0.12, 0.31, -0.92], [1.61, 0.15, -0.76], [1.96, -1.26, -0.20], [-2.62, 0.16, 1.27], [-2.27, 1.49, 0.14], [-2.61, -0.15, -0.47], [-0.18, 0.71, 1.19], [0.57, -1.52, 0.52], [0.15, 1.34, -1.31], [-0.30, -0.35, -1.69], [1.98, 0.91, -0.04], [2.12, 0.28, -1.73], [2.68, -1.24, 0.46]]}

(3)
{"formula": "C4H10O2", "method": "the ωB97M-V functional and the def2-TZVPD basis", "homo_energy_ev": -10.0, "total_charge": 0, "lumo_ev": 0.89, "homo_lumo_gap_ev": 10.86, "de_lowest_ev": 0.237, "mol_weight_g_mol": 90.12, "fmax_ev_per_a": 0.4, "species": ["C", "C", "C", "O", "C", "O", "H", "H", "H", "H", "H", "H", "H", "H", "H", "H"], "positions_angstrom": [[-0.71, -1.39, -0.62], [-0.11, 0.84, 0.28], [-1.19, 1.86, 0.02], [0.47, 0.82, 1.36], [0.20, -0.17, -0.80], [2.66, -1.00, 1.08], [-0.42, -2.18, -1.32], [-0.63, -1.79, 0.39], [-1.76, -1.15, -0.81], [-1.99, 1.45, -0.61], [-1.59, 2.23, 0.96], [-0.75, 2.71, -0.53], [1.99, -0.33, 1.33], [1.25, -0.48, -0.69], [0.04, 0.27, -1.79], [2.54, -1.69, 1.74]]}

(4)
{"formula": "C4H10O2", "method": "the ωB97M-V functional and the def2-TZVPD basis", "homo_energy_ev": -8.1, "total_charge": 0, "lumo_ev": 0.38, "homo_lumo_gap_ev": 8.50, "de_lowest_ev": 3.775, "mol_weight_g_mol": 90.12, "fmax_ev_per_a": 2.6, "species": ["C", "C", "C", "C", "H", "H", "H", "H", "H", "H", "H", "H", "O", "H", "H", "O"], "positions_angstrom": [[-1.87, -0.07, -1.99], [-2.04, 0.80, -0.99], [-2.25, 0.49, 0.44], [-1.89, 1.39, 1.40], [-1.43, -1.06, -1.71], [-1.94, 0.01, -3.06], [-2.15, 1.85, -1.31], [-2.64, -0.49, 0.73], [-2.56, 1.33, 2.25], [-0.90, 1.73, 1.67], [4.61, -1.18, 2.75], [3.99, -1.89, 1.58], [3.90, -1.08, 2.10], [2.97, -0.36, -0.79], [2.09, -1.08, -1.88], [2.10, -0.40, -1.19]]}

(5)
{"formula": "C4H10O2", "method": "the ωB97M-V functional and the def2-TZVPD basis", "homo_energy_ev": -9.9, "total_charge": 0, "lumo_ev": 0.70, "homo_lumo_gap_ev": 10.61, "de_lowest_ev": 2.403, "mol_weight_g_mol": 90.12, "fmax_ev_per_a": 0.9, "species": ["C", "C", "C", "O", "C", "O", "H", "H", "H", "H", "H", "H", "H", "H", "H", "H"], "positions_angstrom": [[1.50, 1.61, 0.01], [0.78, 0.37, 0.55], [-0.30, -0.12, -0.41], [0.27, -0.38, -1.68], [-0.90, -1.48, -0.07], [-1.74, -1.97, -0.80], [2.30, 1.93, 0.69], [1.95, 1.39, -0.97], [0.81, 2.45, -0.12], [1.50, -0.44, 0.71], [0.33, 0.60, 1.52], [-1.09, 0.65, -0.49], [-0.42, -0.89, -2.13], [-2.08, -0.66, 1.47], [-0.45, -2.05, 0.76], [-2.48, -1.01, 0.95]]}

(6)
{"formula": "C4H10O2", "method": "the ωB97M-V functional and the def2-TZVPD basis", "homo_energy_ev": -9.9, "total_charge": 0, "lumo_ev": 1.04, "homo_lumo_gap_ev": 10.96, "de_lowest_ev": 1.203, "mol_weight_g_mol": 90.12, "fmax_ev_per_a": 0.4, "species": ["C", "O", "C", "C", "C", "O", "H", "H", "H", "H", "H", "H", "H", "H", "H", "H"], "positions_angstrom": [[-1.43, -0.47, -1.37], [-1.00, 0.29, -0.26], [0.41, 0.21, -0.08], [0.93, 1.59, 0.28], [0.71, -0.82, 1.05], [-0.38, -1.67, 1.31], [-1.11, 0.00, -2.31], [-1.04, -1.49, -1.33], [-2.53, -0.50, -1.34], [0.87, -0.11, -1.02], [0.73, 2.28, -0.54], [2.01, 1.55, 0.46], [0.44, 1.96, 1.19], [1.55, -1.46, 0.77], [1.00, -0.27, 1.96], [-1.17, -1.10, 1.22]]}

(7)
{"formula": "C4H10O2", "method": "the ωB97M-V functional and the def2-TZVPD basis", "homo_energy_ev": -9.3, "total_charge": 0, "lumo_ev": 0.22, "homo_lumo_gap_ev": 9.54, "de_lowest_ev": 3.664, "mol_weight_g_mol": 90.12, "fmax_ev_per_a": 0.7, "species": ["C", "C", "O", "C", "C", "O", "H", "H", "H", "H", "H", "H", "H", "H", "H", "H"], "positions_angstrom": [[-0.38, -1.17, 1.85], [-0.31, -0.42, 0.53], [-0.83, 0.87, 0.79], [1.13, -0.34, -0.03], [-0.08, 0.98, -2.71], [-0.46, 1.92, -1.85], [-1.42, -1.20, 2.21], [-0.03, -2.20, 1.75], [0.22, -0.66, 2.61], [-0.95, -0.96, -0.19], [-0.81, 1.36, -0.05], [1.50, -1.36, -0.22], [1.76, 0.13, 0.73], [-0.68, 0.08, -2.43], [1.29, 0.24, -0.96], [0.04, 2.73, -2.04]]}

(8)
{"formula": "C4H10O2", "method": "the ωB97M-V functional and the def2-TZVPD basis", "homo_energy_ev": -7.1, "total_charge": 0, "lumo_ev": 0.65, "homo_lumo_gap_ev": 7.80, "de_lowest_ev": 4.491, "mol_weight_g_mol": 90.12, "fmax_ev_per_a": 1.1, "species": ["C", "C", "C", "O", "C", "O", "H", "H", "H", "H", "H", "H", "H", "H", "H", "H"], "positions_angstrom": [[1.21, 1.82, -0.84], [1.07, 0.35, -0.60], [0.22, -1.29, 0.93], [0.35, 0.22, 0.65], [-1.15, -1.55, 0.43], [-2.04, -0.47, 0.88], [1.75, 1.98, -1.77], [0.22, 2.27, -0.91], [1.74, 2.27, 0.00], [0.52, -0.18, -1.40], [2.03, -0.17, -0.48], [0.18, -1.22, 2.02], [-0.61, 0.56, 0.68], [-1.47, -2.49, 0.85], [-1.24, -1.62, -0.68], [-2.77, -0.46, 0.26]]}

(9)
{"formula": "C4H10O2", "method": "the ωB97M-V functional and the def2-TZVPD basis", "homo_energy_ev": -9.9, "total_charge": 0, "lumo_ev": 0.85, "homo_lumo_gap_ev": 10.76, "de_lowest_ev": 2.406, "mol_weight_g_mol": 90.12, "fmax_ev_per_a": 1.6, "species": ["C", "C", "C", "O", "C", "O", "H", "H", "H", "H", "H", "H", "H", "H", "H", "H"], "positions_angstrom": [[-1.58, -1.06, -0.34], [-0.48, -0.11, -0.06], [-0.80, 1.37, -0.06], [0.37, -0.50, 0.98], [0.84, -0.47, -0.51], [2.53, 0.58, 0.93], [-1.19, -2.08, -0.30], [-2.36, -0.93, 0.40], [-1.94, -0.84, -1.35], [-1.14, 1.64, -1.06], [-1.59, 1.57, 0.66], [0.07, 1.99, 0.20], [1.66, 0.32, 1.30], [1.13, -1.49, -0.73], [1.47, 0.27, -1.03], [3.01, -0.26, 0.96]]}

(10)
{"formula": "C4H10O2", "method": "the ωB97M-V functional and the def2-TZVPD basis", "homo_energy_ev": [-15.2, -15.4], "spin_multiplicity": 2, "total_charge": 1, "lumo_ev": [-4.66, -7.65], "homo_lumo_gap_ev": [10.53, 7.78], "de_lowest_ev": 1.126, "mol_weight_g_mol": 90.12, "fmax_ev_per_a": 1.3, "species": ["C", "C", "C", "O", "C", "H", "H", "H", "H", "H", "H", "H", "H", "H", "H", "O"], "positions_angstrom": [[-1.84, 0.49, -0.24], [-0.77, -0.46, 0.06], [0.42, -0.65, -0.69], [0.91, 0.35, -1.37], [1.13, -1.94, -0.53], [-2.86, 0.12, -0.31], [-1.60, 1.08, -1.13], [-1.95, 1.14, 0.64], [-0.89, -1.13, 0.91], [0.52, 1.11, -0.90], [2.12, -1.95, -0.98], [0.47, -2.74, -0.89], [1.33, -1.99, 0.54], [1.78, 2.45, 1.60], [0.29, 1.96, 1.32], [0.94, 2.16, 1.98]]}

(11)
{"formula": "C4H10O2", "method": "the ωB97M-V functional and the def2-TZVPD basis", "homo_energy_ev": [-15.2, -15.2], "spin_multiplicity": 2, "total_charge": 1, "lumo_ev": [-4.61, -8.46], "homo_lumo_gap_ev": [10.57, 6.71], "de_lowest_ev": 1.931, "mol_weight_g_mol": 90.12, "fmax_ev_per_a": 2.5, "species": ["C", "C", "O", "C", "C", "H", "H", "H", "H", "H", "H", "H", "H", "H", "H", "O"], "positions_angstrom": [[-0.83, 0.68, -1.68], [1.37, -1.27, 0.87], [0.91, -2.59, 0.91], [0.80, -0.77, -0.44], [-0.23, 0.16, -0.47], [-1.29, -0.10, -2.30], [-1.43, 1.58, -1.62], [-0.07, 0.94, -2.45], [0.95, -0.69, 1.69], [2.46, -1.17, 0.91], [1.64, -3.18, 1.14], [1.33, -1.27, -1.24], [-0.57, 0.58, 0.47], [-1.35, 3.77, 0.02], [-1.72, 3.53, 1.41], [-1.71, 3.04, 0.58]]}

(12)
{"formula": "C4H10O2S", "method": "the ωB97M-V functional and the def2-TZVPD basis", "homo_energy_ev": [-8.6, -8.5], "total_charge": 0, "lumo_ev": [-0.52, 0.14], "homo_lumo_gap_ev": [8.09, 8.64], "de_lowest_ev": 4.653, "mol_weight_g_mol": 122.19, "fmax_ev_per_a": 5.2, "species": ["C", "C", "C", "C", "O", "O", "S", "H", "H", "H", "H", "H", "H", "H", "H", "H", "H"], "positions_angstrom": [[-1.22, -0.88, 1.69], [0.89, -0.98, 0.30], [1.28, 2.36, -1.40], [-0.50, -0.33, 0.46], [-1.37, 2.13, 0.30], [-1.30, -0.46, -0.68], [-0.17, 1.46, 0.81], [-2.25, -0.40, 1.55], [-0.73, -0.72, 2.69], [-1.13, -1.96, 1.52], [1.48, -0.46, 0.99], [1.14, -0.87, -0.65], [0.84, -1.98, 0.69], [1.33, 1.34, -1.74], [2.13, 2.88, -1.08], [0.43, 2.78, -1.83], [-2.13, 0.20, -0.57]]}

(13)
{"formula": "C4H10O3", "method": "the ωB97M-V functional and the def2-TZVPD basis", "homo_energy_ev": [0.2, -2.0], "spin_multiplicity": 2, "total_charge": -1, "lumo_ev": [2.67, 2.66], "homo_lumo_gap_ev": [2.43, 4.67], "de_lowest_ev": 1.702, "mol_weight_g_mol": 106.12, "fmax_ev_per_a": 1.5, "species": ["C", "C", "C", "C", "O", "H", "H", "H", "H", "H", "H", "H", "H", "O", "H", "H", "O"], "positions_angstrom": [[-1.68, 0.80, -0.20], [-2.55, -0.10, -0.81], [-2.44, -1.43, -1.30], [-1.44, -2.39, -1.38], [-0.09, -2.02, -1.37], [-1.96, 1.40, 0.67], [-0.59, 0.72, -0.20], [-3.60, 0.22, -0.71], [-3.40, -1.96, -1.29], [-1.68, -3.36, -0.98], [-0.08, -1.04, -1.39], [3.90, 3.04, 3.95], [2.75, 2.21, 3.45], [3.71, 2.18, 3.52], [3.28, -0.15, -0.59], [3.20, 1.33, -0.59], [2.67, 0.57, -0.78]]}

(14)
{"formula": "C4H10O3", "method": "the ωB97M-V functional and the def2-TZVPD basis", "homo_energy_ev": 0.4, "total_charge": -2, "lumo_ev": 6.99, "homo_lumo_gap_ev": 6.62, "de_lowest_ev": 0.474, "mol_weight_g_mol": 106.12, "fmax_ev_per_a": 1.4, "species": ["C", "C", "C", "O", "C", "O", "H", "H", "H", "H", "H", "H", "H", "H", "H", "H", "O"], "positions_angstrom": [[-0.23, 0.50, -0.48], [0.22, 1.51, 0.63], [-0.82, 2.08, 1.58], [-0.33, 3.09, 2.37], [0.52, -0.84, -0.60], [-0.09, -1.62, -1.59], [0.07, 1.01, -1.41], [-1.32, 0.49, -0.42], [0.96, 0.96, 1.24], [0.71, 2.38, 0.18], [-1.74, 2.49, 1.06], [-1.24, 1.20, 2.15], [1.57, -0.55, -0.84], [0.55, -1.43, 0.34], [0.18, -2.62, -1.42], [0.62, -4.62, -1.76], [0.38, -4.01, -1.05]]}

(15)
{"formula": "C4H10O3", "method": "the ωB97M-V functional and the def2-TZVPD basis", "homo_energy_ev": -0.4, "total_charge": -2, "lumo_ev": 5.61, "homo_lumo_gap_ev": 6.00, "de_lowest_ev": 0.477, "mol_weight_g_mol": 106.12, "fmax_ev_per_a": 1.1, "species": ["C", "C", "C", "O", "C", "O", "H", "H", "H", "H", "H", "H", "H", "H", "H", "H", "O"], "positions_angstrom": [[0.15, 0.44, -0.04], [0.63, 1.85, 0.29], [1.42, 1.97, 1.62], [2.19, 3.03, 1.75], [-1.05, 0.45, -0.99], [-1.66, -0.85, -1.15], [0.96, -0.07, -0.55], [-0.15, -0.11, 0.86], [-0.18, 2.60, 0.29], [1.29, 2.20, -0.52], [1.89, 0.94, 1.74], [0.59, 1.85, 2.41], [-0.71, 0.69, -2.00], [-1.82, 1.14, -0.67], [-1.42, -1.37, -0.39], [-0.94, -7.22, -0.88], [-1.20, -7.53, -1.76]]}

(16)
{"formula": "C4H10O3", "method": "the ωB97M-V functional and the def2-TZVPD basis", "homo_energy_ev": -9.3, "total_charge": 0, "lumo_ev": 0.84, "homo_lumo_gap_ev": 10.13, "de_lowest_ev": 1.880, "mol_weight_g_mol": 106.12, "fmax_ev_per_a": 1.8, "species": ["O", "H", "H", "O", "O", "C", "C", "C", "C", "H", "H", "H", "H", "H", "H", "H", "H"], "positions_angstrom": [[-0.43, -1.08, 6.61], [-1.31, -1.47, 6.81], [-0.61, -0.14, 6.38], [2.67, 0.74, -0.07], [0.00, 0.00, 0.00], [2.17, -0.34, 0.73], [1.01, -1.00, 0.06], [1.61, 1.74, -0.26], [0.36, 1.05, -0.87], [3.00, -1.06, 0.81], [1.87, -0.05, 1.76], [0.69, -1.86, 0.67], [1.17, -1.35, -0.98], [2.03, 2.60, -0.81], [1.31, 2.10, 0.74], [0.54, 0.74, -1.92], [-0.47, 1.79, -0.88]]}

(17)
{"formula": "C4H10O3", "method": "the ωB97M-V functional and the def2-TZVPD basis", "homo_energy_ev": -10.2, "total_charge": 0, "lumo_ev": 0.89, "homo_lumo_gap_ev": 11.12, "de_lowest_ev": 1.535, "mol_weight_g_mol": 106.12, "fmax_ev_per_a": 0.3, "species": ["C", "O", "C", "C", "O", "C", "O", "H", "H", "H", "H", "H", "H", "H", "H", "H", "H"], "positions_angstrom": [[-1.12, -0.56, 2.10], [-0.57, 0.55, 1.42], [-0.75, 0.50, 0.02], [0.59, 0.82, -0.68], [1.67, 0.47, 0.16], [0.75, -0.02, -1.94], [0.86, -1.38, -1.58], [-0.78, -0.51, 3.14], [-0.78, -1.50, 1.65], [-2.22, -0.53, 2.08], [-1.07, -0.51, -0.28], [-1.53, 1.22, -0.29], [0.65, 1.89, -0.93], [1.31, 0.54, 1.06], [1.63, 0.32, -2.51], [-0.13, 0.07, -2.58], [1.50, -1.37, -0.85]]}

(18)
{"formula": "C4H10O3", "method": "the ωB97M-V functional and the def2-TZVPD basis", "homo_energy_ev": -9.8, "total_charge": 0, "lumo_ev": 0.91, "homo_lumo_gap_ev": 10.71, "de_lowest_ev": 2.667, "mol_weight_g_mol": 106.12, "fmax_ev_per_a": 3.2, "species": ["C", "C", "C", "C", "H", "H", "H", "H", "H", "H", "H", "H", "H", "H", "O", "O", "O"], "positions_angstrom": [[-0.67, 1.66, 1.38], [0.72, 0.42, -0.30], [-0.46, -0.46, -2.10], [0.59, -1.59, 0.97], [-0.56, 2.64, 1.85], [-1.47, 1.73, 0.60], [-0.90, 0.84, 2.12], [1.42, 0.81, -0.96], [-0.99, -1.42, -2.02], [-1.09, 0.28, -2.69], [0.59, -0.48, -2.42], [1.26, -2.07, 1.73], [0.16, -2.32, 0.21], [-0.21, -1.00, 1.48], [0.65, 1.49, 0.69], [-0.49, 0.09, -0.79], [1.46, -0.63, 0.25]]}

(19)
{"formula": "C4H10O3", "method": "the ωB97M-V functional and the def2-TZVPD basis", "homo_energy_ev": -9.4, "total_charge": 0, "lumo_ev": 0.90, "homo_lumo_gap_ev": 10.33, "de_lowest_ev": 2.980, "mol_weight_g_mol": 106.12, "fmax_ev_per_a": 3.4, "species": ["C", "O", "C", "C", "O", "C", "O", "H", "H", "H", "H", "H", "H", "H", "H", "H", "H"], "positions_angstrom": [[1.98, 1.01, -0.23], [1.75, -0.30, 0.28], [0.77, -1.06, -0.35], [-0.78, -0.86, 0.41], [-0.48, -0.13, 1.55], [-1.94, -0.08, -0.30], [-1.62, 1.28, -0.49], [2.49, 1.57, 0.56], [1.03, 1.49, -0.48], [2.62, 0.96, -1.12], [0.17, -0.67, -1.13], [1.07, -2.10, -0.26], [-1.14, -1.88, 0.58], [0.50, -0.14, 1.55], [-2.86, -0.17, 0.33], [-2.22, -0.49, -1.29], [-1.33, 1.58, 0.38]]}

(20)
{"formula": "C4H10O3", "method": "the ωB97M-V functional and the def2-TZVPD basis", "homo_energy_ev": -9.7, "total_charge": 0, "lumo_ev": 0.57, "homo_lumo_gap_ev": 10.23, "de_lowest_ev": 1.964, "mol_weight_g_mol": 106.12, "fmax_ev_per_a": 3.1, "species": ["C", "O", "C", "C", "C", "O", "H", "H", "H", "H", "H", "H", "H", "H", "H", "H", "O"], "positions_angstrom": [[0.31, -0.02, 0.92], [0.83, 0.39, 2.20], [-1.11, 0.44, 0.77], [-1.45, 0.72, -0.69], [-1.17, -0.44, -1.62], [-1.49, -1.58, -1.38], [0.47, -1.09, 0.79], [1.04, 0.47, 0.25], [0.48, -0.11, 2.93], [-1.47, 1.29, 1.36], [-1.82, -0.34, 1.12], [-2.46, 1.04, -0.99], [-0.67, 1.47, -0.96], [-0.78, -0.24, -2.64], [3.68, 0.33, -1.13], [3.67, 0.45, 0.22], [2.99, 0.28, -0.45]]}